No. 1
26
Properties=species:S:1:pos:R:3:mulliken_spin:R:1 method="wB97M-V/def2-TZVPD" e_lumo_ev="3.769 / 3.746" spin_multiplicity=2 molar_mass_g_mol=136.24 e_tot_ha=-390.56578 gap_ev="2.945 / 6.978" total_charge=-1
C 1.205 2.243 1.057 -0.0538
C -0.201 0.412 1.851 0.5810
C 0.083 2.886 0.478 0.4167
C 0.263 -1.966 -1.476 0.0012
C 1.339 -2.544 -0.556 -0.0191
C -1.177 2.179 0.530 0.0161
C 0.787 -0.775 -2.276 -0.0115
C -2.592 0.191 1.075 0.0078
C -1.320 0.989 1.200 -0.0829
C 1.062 1.087 1.794 -0.0366
H 2.188 2.673 0.879 -0.0140
H 0.172 3.826 -0.024 0.0473
H 0.105 -2.730 -2.240 -0.0010
H -0.241 -0.644 2.113 0.0952
H 2.031 -3.177 -1.121 0.0015
H -0.702 -1.787 -1.016 0.0160
H 0.112 0.075 -2.382 0.0055
H -1.984 2.545 -0.104 0.0055
H 0.992 -3.116 0.276 -0.0139
H 1.981 0.606 2.109 0.0095
H 1.970 -1.754 -0.146 0.0281
H 1.706 -0.336 -1.875 0.0062
H 1.130 -1.035 -3.287 0.0002
H -2.535 -0.712 0.473 -0.0019
H -3.038 0.024 2.063 -0.0158
H -3.335 0.840 0.607 0.0127

---

No. 2
19
Properties=species:S:1:pos:R:3:nbo_charge:R:1 method="wB97M-V/def2-TZVPD" e_lumo_ev=0.129 spin_multiplicity=1 molar_mass_g_mol=148.25 smiles=CSSC.O.O.O e_tot_ha=-1105.45154 gap_ev=8.489 total_charge=0
S 1.175 -3.060 -1.451 0.0692
S 0.128 -3.378 0.245 0.0690
O -2.750 0.140 1.233 -0.9199
O 0.283 2.946 1.822 -0.9351
O 0.441 3.177 -1.085 -0.9760
C 0.526 -1.466 -2.156 -0.7310
C 0.248 -1.966 1.370 -0.7803
H 1.318 -2.002 1.679 0.2427
H 0.053 3.017 -1.959 0.4927
H -0.110 2.749 0.959 0.4787
H -2.677 -0.808 1.375 0.4636
H 0.876 -0.761 -1.413 0.2218
H -0.295 -1.078 1.061 0.2079
H 1.136 3.844 -1.079 0.4859
H 1.045 3.427 1.466 0.4543
H -0.205 -2.240 2.320 0.2413
H -0.550 -1.494 -2.394 0.2290
H -1.829 0.351 1.034 0.4595
H 1.187 -1.397 -3.024 0.2266

---

No. 3
80
Properties=species:S:1:pos:R:3:mulliken_charge:R:1 method="wB97M-V/def2-TZVPD" e_lumo_ev="-1.623 / -1.739" spin_multiplicity=1 molar_mass_g_mol=821.13 e_tot_ha=-8098.24381 gap_ev="6.492 / 6.388" total_charge=0
Ge 0.051 0.358 -1.198 2.2632
Ge 0.037 -1.787 1.138 1.7020
V -0.345 0.707 1.319 -0.9050
Cl -5.666 5.302 0.979 -0.2177
P 1.483 1.936 2.904 0.2816
P -1.015 0.932 3.878 0.3911
O 3.940 -1.061 1.912 -0.4677
O -0.629 -0.257 3.006 -0.3345
O -0.430 0.551 5.330 -0.6385
O 1.405 0.779 1.901 0.7622
O -0.046 2.181 3.449 -0.3097
O -2.405 1.389 3.916 -0.7288
O 2.077 3.179 2.423 -0.7777
O -0.085 2.363 0.583 -0.8609
O 2.229 1.379 4.203 -0.5989
O 2.668 -0.829 0.103 -0.5314
O -2.032 0.754 1.055 0.3595
N 5.006 1.296 1.828 -0.8123
C 1.925 -3.835 2.085 -1.5170
C -1.874 -2.392 1.373 -0.5716
C 1.626 1.502 -1.767 -0.5477
C -3.222 4.179 0.907 -1.2346
C 0.016 -3.360 -3.497 -0.5348
C -2.860 1.762 1.084 0.0826
C 0.520 -1.122 -4.169 0.5126
C 0.525 -1.511 -5.498 -0.9797
C 4.282 0.917 0.610 -0.1908
C 1.141 -2.622 2.577 -0.4567
C 0.265 -2.831 -5.834 -0.4780
C 0.389 -2.410 -0.698 -0.2750
C 0.257 -1.587 -1.734 -0.1699
C -4.565 3.968 1.035 0.1372
C -1.910 0.993 -3.470 -1.3253
C -5.081 2.673 1.199 -0.6644
C 3.513 -0.390 0.848 0.2628
C -2.335 3.083 0.928 1.5354
C 0.274 -2.032 -3.141 0.5495
C -4.242 1.589 1.220 -0.7598
C -0.942 3.278 0.721 -0.6404
C -2.102 -3.818 0.870 -1.3282
C 1.669 2.137 -3.158 -1.4310
C -1.693 1.067 -1.959 -0.5631
C 0.012 -3.751 -4.825 -0.7720
H -3.133 -4.128 1.054 0.3877
H 0.736 2.647 -3.402 0.2753
H -6.149 2.548 1.313 0.4661
H 1.696 0.746 4.713 0.3945
H -0.574 4.301 0.612 0.3256
H 1.252 -4.620 1.736 0.3248
H -1.440 -4.521 1.380 0.2982
H -1.791 2.105 -1.628 0.2551
H -0.197 -4.782 -5.079 0.3984
H -4.623 0.586 1.359 0.4827
H 4.613 -0.486 2.345 0.3960
H 4.358 1.720 2.481 0.1522
H -1.062 0.814 6.014 0.3434
H 3.582 1.674 0.259 0.3021
H 0.600 -3.472 -0.817 0.3113
H 2.576 -3.543 1.261 0.2800
H -2.901 1.377 -3.723 0.4161
H -2.519 -1.697 0.834 0.0694
H 0.723 -0.784 -6.275 0.3990
H -0.197 -4.091 -2.729 0.3098
H 2.475 2.873 -3.190 0.4257
H 0.700 -0.093 -3.898 -0.0193
H 1.824 -1.864 2.953 0.1930
H 0.251 -3.139 -6.871 0.3849
H -2.825 5.178 0.780 0.4948
H 5.700 2.004 1.626 0.2579
H -1.843 -0.036 -3.819 0.3493
H -1.910 -3.882 -0.202 0.3003
H -2.479 0.492 -1.462 0.3140
H -2.123 -2.317 2.433 0.4647
H 5.009 0.714 -0.180 0.5613
H 1.878 1.402 -3.933 0.3611
H -1.171 1.586 -4.008 0.1954
H 2.497 0.867 -1.622 0.2837
H 1.653 2.292 -1.015 0.5309
H 2.539 -4.245 2.888 0.3962
H 0.446 -2.886 3.376 0.7018

---

What did the first record say?
26
Properties=species:S:1:pos:R:3:mulliken_spin:R:1 method="wB97M-V/def2-TZVPD" e_lumo_ev="3.769 / 3.746" spin_multiplicity=2 molar_mass_g_mol=136.24 e_tot_ha=-390.56578 gap_ev="2.945 / 6.978" total_charge=-1
C 1.205 2.243 1.057 -0.0538
C -0.201 0.412 1.851 0.5810
C 0.083 2.886 0.478 0.4167
C 0.263 -1.966 -1.476 0.0012
C 1.339 -2.544 -0.556 -0.0191
C -1.177 2.179 0.530 0.0161
C 0.787 -0.775 -2.276 -0.0115
C -2.592 0.191 1.075 0.0078
C -1.320 0.989 1.200 -0.0829
C 1.062 1.087 1.794 -0.0366
H 2.188 2.673 0.879 -0.0140
H 0.172 3.826 -0.024 0.0473
H 0.105 -2.730 -2.240 -0.0010
H -0.241 -0.644 2.113 0.0952
H 2.031 -3.177 -1.121 0.0015
H -0.702 -1.787 -1.016 0.0160
H 0.112 0.075 -2.382 0.0055
H -1.984 2.545 -0.104 0.0055
H 0.992 -3.116 0.276 -0.0139
H 1.981 0.606 2.109 0.0095
H 1.970 -1.754 -0.146 0.0281
H 1.706 -0.336 -1.875 0.0062
H 1.130 -1.035 -3.287 0.0002
H -2.535 -0.712 0.473 -0.0019
H -3.038 0.024 2.063 -0.0158
H -3.335 0.840 0.607 0.0127